Entry 1:
# C30H54Br2N5O4SSbTi

A molecular structure, C30H54Br2N5O4SSbTi (ωB97M-V/def2-TZVPD, OMol25).

Structure (XYZ):
```
98
Properties=species:S:1:pos:R:3:lowdin_charge:R:1
Ti -0.041 0.145 0.313 0.629
C 3.175 0.985 -3.947 -0.017
O 2.108 0.430 -3.169 0.020
C 2.062 0.636 -1.871 -0.533
O 1.023 0.308 -1.288 -0.131
N 3.147 1.185 -1.289 0.032
N 3.110 1.444 0.071 0.091
H 2.893 0.816 -4.980 0.107
H 4.120 0.474 -3.750 0.102
H 3.277 2.056 -3.768 0.107
H 4.012 1.272 -1.797 0.142
H 3.376 2.402 0.256 0.110
H 3.702 0.808 0.589 0.108
C 2.306 -2.548 -0.517 -0.019
C 1.978 -2.266 0.919 -0.286
C 2.354 -3.156 1.930 -0.003
C 2.112 -2.869 3.249 0.006
C 1.535 -1.632 3.586 -0.181
C 1.293 -1.168 4.897 -0.617
Br 1.679 -2.278 6.386 0.794
C 0.809 0.091 5.124 -0.155
C 0.522 0.944 4.054 -0.572
Br -0.016 2.721 4.397 0.840
C 0.685 0.545 2.735 -0.386
O 0.425 1.299 1.687 -0.251
C 1.190 -0.771 2.515 -0.132
N 1.370 -1.115 1.198 0.076
H 2.342 -3.620 -0.704 0.081
H 3.292 -2.135 -0.751 0.095
H 1.568 -2.090 -1.171 0.032
H 2.842 -4.083 1.658 0.121
H 2.390 -3.572 4.022 0.090
H 0.663 0.438 6.137 0.102
C -2.388 -1.421 1.532 -0.149
O -1.386 -0.574 1.047 -0.459
H -3.057 -1.729 0.726 0.067
H -2.976 -0.915 2.302 0.087
H -1.936 -2.317 1.968 0.088
C 0.742 4.016 -1.570 -0.119
C -0.482 4.215 -0.680 -0.660
C -1.284 5.411 -1.175 -0.099
C -0.036 4.442 0.761 -0.121
Sb -1.599 2.255 -0.695 1.695
C -3.391 2.631 0.602 -0.660
C -2.902 2.363 2.022 -0.132
C -4.464 1.618 0.217 -0.112
C -3.940 4.046 0.490 -0.107
C -2.317 1.979 -2.814 -0.670
C -3.317 0.825 -2.810 -0.129
C -1.092 1.562 -3.623 -0.129
C -2.955 3.235 -3.390 -0.106
H 1.437 4.853 -1.435 0.092
H 0.466 3.983 -2.626 0.068
H 1.264 3.097 -1.308 0.044
H -0.639 6.297 -1.167 0.094
H -2.139 5.619 -0.536 0.056
H -1.644 5.270 -2.194 0.054
H 0.634 5.309 0.803 0.093
H 0.492 3.578 1.163 0.046
H -0.885 4.655 1.412 0.067
H -2.404 1.396 2.102 0.048
H -3.754 2.370 2.711 0.098
H -2.203 3.130 2.348 0.034
H -4.064 0.602 0.174 0.068
H -4.914 1.863 -0.745 0.064
H -5.260 1.634 0.968 0.094
H -3.251 4.777 0.912 0.064
H -4.873 4.109 1.061 0.094
H -4.161 4.319 -0.543 0.070
H -2.948 -0.027 -2.239 0.021
H -3.483 0.490 -3.840 0.091
H -4.282 1.132 -2.408 0.057
H -0.645 0.655 -3.213 0.042
H -0.332 2.345 -3.657 0.059
H -1.396 1.352 -4.655 0.092
H -3.748 3.614 -2.743 0.072
H -3.400 3.008 -4.366 0.091
H -2.220 4.026 -3.538 0.059
C -1.647 -5.521 -0.015 -0.068
C -0.348 -4.792 -0.339 -0.264
N -0.209 -4.520 -1.762 0.013
C -0.590 -3.387 -2.367 -0.777
S -1.122 -2.019 -1.530 0.773
N -0.534 -3.348 -3.710 -0.007
C -0.227 -4.441 -4.619 -0.235
C -1.431 -5.326 -4.935 -0.074
H -1.695 -5.735 1.053 0.080
H -1.707 -6.466 -0.557 0.075
H -2.505 -4.907 -0.289 0.075
H 0.510 -5.395 -0.033 0.117
H -0.307 -3.843 0.191 0.071
H -0.054 -5.329 -2.344 0.126
H -0.906 -2.500 -4.102 0.120
H 0.587 -5.042 -4.207 0.111
H 0.149 -3.991 -5.537 0.120
H -1.825 -5.798 -4.034 0.069
H -1.142 -6.111 -5.634 0.079
H -2.227 -4.735 -5.387 0.079
```

ΔE to the lowest compared entry with this formula, charge and spin ... 36.7 kcal/mol
Kohn-Sham gap (alpha / beta) ... 6.5 / 7.4 eV
LUMO level (alpha / beta) ... -2.56 / -2.60 eV
Largest force on an atom ... 3.58 eV/A
Spin multiplicity ... 2
Charge ... +1


Entry 2:
# C30H54O30

A molecular structure, C30H54O30 (ωB97M-V/def2-TZVPD, OMol25).

Structure (XYZ):
```
114
Properties=species:S:1:pos:R:3:lowdin_charge:R:1
C -2.077 -4.441 -5.107 -0.092
C -1.831 -3.048 -4.503 -0.137
O -0.956 -2.440 -5.443 0.056
C -0.371 -3.394 -6.220 -0.585
O 0.430 -3.176 -7.073 0.154
O -0.970 -4.556 -6.006 0.070
H -3.021 -4.381 -5.647 0.129
H -2.043 -5.222 -4.358 0.129
H -1.300 -3.178 -3.557 0.123
H -2.646 -2.348 -4.374 0.098
C 3.702 -0.474 -2.273 -0.084
C 4.484 -1.404 -3.219 -0.083
O 4.850 -2.518 -2.383 0.065
C 4.573 -2.216 -1.099 -0.590
O 4.713 -3.012 -0.222 0.150
O 4.046 -0.996 -0.989 0.056
H 2.620 -0.459 -2.327 0.116
H 4.207 0.461 -2.522 0.112
H 5.377 -0.938 -3.627 0.130
H 3.850 -1.810 -4.006 0.133
C -0.500 1.354 -0.019 -0.098
C 0.826 1.144 -0.781 -0.077
O 0.473 0.021 -1.569 0.044
C -0.861 -0.221 -1.586 -0.542
O -1.391 -1.070 -2.231 0.157
O -1.471 0.682 -0.812 0.037
H -0.802 2.400 0.004 0.126
H -0.491 0.896 0.972 0.097
H 1.596 0.877 -0.063 0.098
H 1.094 2.021 -1.372 0.125
C -1.902 -2.066 4.820 -0.040
O -0.818 -1.389 4.182 0.008
C -0.148 -2.064 3.262 -0.639
O -0.208 -3.253 3.083 0.159
O 0.624 -1.198 2.615 -0.160
C 1.297 -1.641 1.445 0.015
H -1.600 -2.901 5.450 0.094
H -2.586 -2.447 4.063 -0.233
H -2.443 -1.372 5.457 0.098
H 1.805 -0.791 0.997 0.080
H 0.616 -2.020 0.682 0.116
H 2.049 -2.390 1.687 0.120
C -3.477 6.047 -2.355 -0.038
O -2.485 5.185 -1.828 0.013
C -1.521 5.734 -1.125 -0.622
O -1.472 6.860 -0.732 0.144
O -0.605 4.774 -0.882 -0.020
C 0.610 5.192 -0.297 -0.044
H -3.072 6.661 -3.161 0.101
H -3.832 6.736 -1.587 0.096
H -4.310 5.452 -2.715 0.095
H 0.469 5.301 0.782 0.103
H 0.952 6.127 -0.745 0.101
H 1.420 4.477 -0.439 0.079
C 5.895 2.694 -0.145 -0.052
O 4.849 3.469 -0.665 0.023
C 4.554 3.348 -1.951 -0.627
O 5.221 2.791 -2.786 0.114
O 3.349 3.836 -2.168 -0.023
C 2.768 3.834 -3.488 0.002
H 5.647 1.674 0.163 0.091
H 6.362 3.163 0.720 0.097
H 6.718 2.564 -0.853 0.097
H 3.521 3.984 -4.255 0.099
H 1.939 4.533 -3.493 0.093
H 2.353 2.823 -3.536 0.094
C 3.207 3.019 4.152 0.015
O 3.826 1.829 3.652 -0.043
C 3.459 1.365 2.463 -0.655
O 2.640 1.841 1.724 0.100
O 4.138 0.272 2.141 0.008
C 5.078 -0.338 3.042 0.005
H 2.165 2.762 4.346 0.099
H 3.245 3.837 3.433 0.107
H 3.788 3.285 5.028 0.105
H 5.914 0.350 3.134 0.100
H 5.392 -1.272 2.583 0.100
H 4.622 -0.590 3.996 0.104
C -5.333 -5.978 -1.309 -0.037
O -4.857 -4.664 -1.113 -0.003
C -4.648 -3.836 -2.125 -0.601
O -4.680 -4.123 -3.297 0.124
O -4.437 -2.648 -1.598 0.017
C -4.175 -1.498 -2.381 -0.024
H -6.188 -6.132 -0.648 0.091
H -4.568 -6.664 -0.940 0.096
H -5.601 -6.216 -2.336 0.094
H -5.058 -1.209 -2.950 0.109
H -3.391 -1.737 -3.101 0.040
H -3.734 -0.775 -1.703 0.089
C -2.703 2.665 3.594 -0.020
O -1.656 1.814 4.081 0.013
C -0.635 1.625 3.255 -0.590
O -0.478 2.235 2.230 0.068
O 0.194 0.720 3.777 0.048
C 1.474 0.624 3.138 -0.070
H -2.785 2.565 2.517 0.093
H -2.456 3.668 3.946 0.099
H -3.635 2.413 4.095 0.093
H 2.170 1.018 3.888 0.106
H 1.608 1.232 2.250 0.012
H 1.778 -0.417 3.040 0.095
C -4.897 -4.655 2.580 -0.018
O -4.268 -3.743 1.691 0.043
C -3.579 -2.748 2.222 -0.472
O -3.297 -2.627 3.393 0.207
O -3.155 -1.954 1.261 0.088
C -2.218 -0.951 1.557 0.023
H -4.286 -5.545 2.699 0.105
H -5.940 -4.821 2.323 0.098
H -5.003 -4.213 3.575 0.096
H -2.442 -0.263 2.375 0.126
H -1.995 -0.454 0.618 0.086
H -1.253 -1.345 1.906 0.084
```

ΔE to the lowest compared entry with this formula, charge and spin ... 269.0 kcal/mol
Kohn-Sham gap ... 8.1 eV
LUMO level ... 0.36 eV
Largest force on an atom ... 14.20 eV/A


Calculated total energy for the records above, in order: -228197.6391; -93399.4835 eV